Entry 1:
The following is a quantum chemistry calculation of a single C6H16N2 molecule, from OMol25.

The geometry in XYZ format:
```
24
Properties=species:S:1:pos:R:3
C -1.335 -0.098 2.162
N -0.417 -1.065 1.623
C -0.055 -1.203 0.228
C 0.714 -2.507 -0.012
C 0.860 -0.009 -0.253
N -0.022 0.969 -0.932
C -0.048 2.265 -0.227
C 0.263 1.158 -2.343
H -2.155 -0.528 2.717
H -1.923 0.358 1.330
H -0.869 0.649 2.817
H -0.268 -1.863 2.215
H -0.990 -1.098 -0.381
H 0.917 -2.599 -1.093
H 1.595 -2.501 0.667
H 0.063 -3.374 0.078
H 1.480 0.477 0.521
H 1.550 -0.504 -0.947
H -0.152 1.923 0.794
H 0.868 2.854 -0.309
H -0.981 2.788 -0.420
H -0.572 1.713 -2.827
H 1.088 1.894 -2.428
H 0.391 0.299 -2.980
```

The SMILES is CN[C@H](C)CN(C)C. The total charge is 0. Its spin multiplicity is 1. The value obtained for the energy above the lowest of the compared OMol25 structures with the same formula, charge and spin is 46.9 kcal/mol. The value obtained for the HOMO-LUMO gap is 9.04 eV.

Results of the Mulliken charge analysis, in e, for atoms 1 through 2: atom 1 (C): -1.091, atom 2 (N): -0.234

---

Entry 2:
The following is a quantum chemistry calculation of a molecular structure, C71H78Cl7CuN3O14, from OMol25.

The geometry in XYZ format:
```
174
Properties=species:S:1:pos:R:3
C -0.558 -7.458 2.598
N -1.382 -6.316 2.955
C -1.580 -5.990 4.258
C -2.385 -4.903 4.545
C -2.910 -4.127 3.516
C -2.776 -4.543 2.219
C -2.035 -5.674 1.961
C -3.663 -2.875 3.771
C -4.676 -2.363 2.947
C -5.378 -1.233 3.340
N -5.016 -0.518 4.407
C -3.947 -0.907 5.140
C -3.254 -2.042 4.813
C -5.737 0.718 4.781
H -0.037 -7.319 1.656
H -1.173 -8.355 2.497
H 0.118 -7.677 3.423
H -1.099 -6.617 4.991
H -2.457 -4.713 5.607
H -3.223 -4.161 1.306
H -1.845 -5.970 0.934
H -4.973 -2.883 2.034
H -6.228 -0.827 2.804
H -3.554 -0.187 5.843
H -2.321 -2.214 5.340
H -5.003 1.412 5.175
H -6.444 0.433 5.565
H -6.372 1.088 3.974
Cu -3.615 -3.406 -2.212
C 2.566 -0.181 -2.210
C 1.801 -1.411 -2.661
C 0.698 -1.842 -1.699
C -0.451 -0.819 -1.759
N -1.012 -0.273 -0.455
C 0.024 0.199 0.551
C -0.653 0.150 1.899
C -1.641 -1.009 1.787
C -1.660 -1.381 0.312
C -2.038 0.802 -0.742
H 2.943 -0.274 -1.184
H 1.958 0.724 -2.077
H 3.392 0.104 -2.861
H 2.544 -2.212 -2.710
H 1.463 -1.249 -3.687
H 1.068 -1.925 -0.675
H 0.285 -2.810 -1.958
H -1.359 -1.239 -2.211
H -0.204 0.065 -2.347
H 0.385 1.177 0.225
H 0.919 -0.423 0.528
H -1.271 1.012 2.142
H 0.059 -0.016 2.708
H -2.568 -0.631 2.225
H -1.408 -1.879 2.402
H -2.635 -1.709 -0.031
H -0.978 -2.227 0.252
H -2.678 0.747 0.137
H -2.657 0.480 -1.582
H -1.526 1.739 -0.931
C -5.238 2.110 2.111
O -5.938 0.930 2.175
H -4.543 2.162 2.984
H -4.542 2.317 1.268
H -5.899 3.002 2.147
C -4.049 -0.265 -4.060
O -3.471 -1.311 -3.352
H -3.322 0.086 -4.816
H -4.977 -0.524 -4.594
H -4.289 0.548 -3.350
Cl 0.942 -2.002 5.466
O 0.797 -2.846 4.261
O -0.009 -0.914 5.349
O 0.581 -2.787 6.619
O 2.284 -1.543 5.666
O -1.924 -4.244 -0.964
H -1.166 -3.781 -1.313
O -4.920 -3.473 -0.311
H -4.559 -2.602 -0.108
Cl 2.473 -0.698 -8.740
C 2.064 -1.676 -7.313
C 3.345 -2.339 -6.842
Cl 4.483 -1.207 -6.075
H 1.350 -2.398 -7.702
H 1.627 -1.055 -6.536
H 3.858 -2.883 -7.631
H 3.112 -3.122 -6.117
Cl 0.909 -4.591 -4.370
C -0.838 -4.210 -4.330
C -1.165 -3.323 -5.534
Cl -0.984 -4.180 -7.081
H -0.889 -3.592 -3.441
H -1.464 -5.094 -4.333
H -0.558 -2.426 -5.593
H -2.229 -3.102 -5.453
Cl -6.408 4.709 -3.812
C -5.402 3.262 -3.984
C -4.146 3.391 -3.114
Cl -4.520 3.635 -1.416
H -5.120 3.196 -5.033
H -5.888 2.325 -3.717
H -3.561 4.251 -3.437
H -3.576 2.466 -3.177
C -3.368 3.969 6.180
C -3.756 4.208 4.863
C -2.831 4.134 3.830
C -1.500 3.803 4.047
C -1.133 3.455 5.370
C -2.040 3.624 6.402
C 0.236 3.016 5.732
O 0.504 2.710 6.871
C 1.280 3.119 4.688
C 2.605 2.905 5.002
C 3.597 3.017 4.031
C 3.278 3.321 2.728
C 1.945 3.639 2.421
C 0.943 3.474 3.375
C -0.469 3.650 2.967
O -0.782 3.648 1.791
H -4.072 3.924 6.998
H -4.802 4.406 4.669
H -3.159 4.483 2.859
H -1.731 3.402 7.416
H 2.914 2.556 5.978
H 4.623 2.726 4.220
H 3.987 3.226 1.917
H 1.775 3.894 1.384
C 3.307 3.010 -4.702
C 3.188 3.879 -5.772
C 2.881 5.216 -5.533
C 2.906 5.727 -4.245
C 2.982 4.850 -3.143
C 3.219 3.505 -3.403
C 3.038 5.367 -1.719
O 3.071 4.668 -0.742
C 3.120 6.860 -1.578
C 3.430 7.382 -0.303
C 3.321 8.732 -0.076
C 2.882 9.580 -1.079
C 2.830 9.101 -2.385
C 2.917 7.735 -2.659
C 2.722 7.188 -4.032
O 2.457 7.947 -4.939
H 3.393 1.940 -4.846
H 3.120 3.539 -6.797
H 2.695 5.866 -6.377
H 3.308 2.861 -2.536
H 3.741 6.741 0.510
H 3.492 9.089 0.932
H 2.789 10.645 -0.916
H 2.613 9.771 -3.206
C 7.752 -2.157 -0.937
C 7.541 -2.639 -2.222
C 6.314 -3.263 -2.467
C 5.405 -3.522 -1.442
C 5.658 -3.020 -0.150
C 6.852 -2.365 0.099
C 4.748 -3.309 1.015
O 5.041 -2.992 2.143
C 3.403 -3.802 0.642
C 2.364 -3.747 1.579
C 1.095 -4.219 1.262
C 0.865 -4.788 0.009
C 1.856 -4.836 -0.934
C 3.103 -4.320 -0.623
C 4.206 -4.405 -1.642
O 4.093 -5.041 -2.666
H 8.449 -1.335 -0.801
H 8.191 -2.436 -3.060
H 6.145 -3.640 -3.468
H 7.109 -1.830 1.003
H 2.447 -3.340 2.580
H 0.268 -4.168 1.959
H -0.110 -5.219 -0.199
H 1.674 -5.380 -1.850
```

The total charge is -1. Its spin multiplicity is 1. The value obtained for the HOMO-LUMO gap is 4.30 eV.

Results of the Mulliken charge analysis, in e, for atoms 1 through 2: atom 1 (C): -0.826, atom 2 (N): 0.389

---

Entry 3:
The following is a quantum chemistry calculation of a molecular structure, C19H25BaIN4O3S, from OMol25.

The geometry in XYZ format:
```
54
Properties=species:S:1:pos:R:3
Ba -0.633 -1.036 -0.494
C 3.587 -1.806 1.882
C 3.433 -0.354 1.533
N 4.369 0.474 1.978
C 4.274 1.775 1.677
C 3.263 2.295 0.899
C 3.229 3.765 0.584
O 3.323 4.020 -0.823
C 2.284 1.420 0.416
C 1.250 1.991 -0.512
N 0.188 2.529 -0.082
C -0.587 3.307 -0.994
C -0.003 4.390 -1.649
C -0.777 5.228 -2.441
C -2.136 4.991 -2.595
C -2.718 3.901 -1.960
C -1.950 3.071 -1.158
I -2.722 1.311 -0.343
C 2.327 0.071 0.758
O 1.365 -0.775 0.371
H 4.530 -1.936 2.408
H 3.585 -2.425 0.982
H 2.773 -2.146 2.531
H 5.047 2.426 2.073
H 4.028 4.271 1.127
H 2.285 4.208 0.898
H 4.140 3.622 -1.142
H 1.502 2.020 -1.579
H 1.057 4.573 -1.512
H -0.313 6.072 -2.937
H -2.742 5.645 -3.209
H -3.772 3.691 -2.094
N 1.436 -3.824 0.586
C 1.512 -4.300 -0.674
N 2.160 -5.468 -0.812
S 0.798 -3.544 -2.002
H 2.019 -4.233 1.298
H 1.257 -2.832 0.703
H 2.553 -5.963 -0.032
H 2.153 -5.905 -1.717
C -3.583 -3.529 -0.248
C -3.766 -2.214 0.516
C -3.908 -2.508 2.005
C -5.032 -1.519 0.014
O -2.627 -1.413 0.299
H -4.440 -4.198 -0.120
H -2.688 -4.052 0.104
H -3.466 -3.330 -1.318
H -4.757 -3.168 2.209
H -4.053 -1.576 2.557
H -3.000 -2.987 2.378
H -5.903 -2.175 0.106
H -4.922 -1.239 -1.038
H -5.233 -0.611 0.590
```

The total charge is 0. Its spin multiplicity is 1. The value obtained for the energy above the lowest of the compared OMol25 structures with the same formula, charge and spin is 25.4 kcal/mol. The value obtained for the HOMO-LUMO gap is 8.21 eV.

Results of the Mulliken charge analysis, in e, for atoms 1 through 2: atom 1 (Ba): 1.339, atom 2 (C): -0.941

---

Entry 4:
The following is a quantum chemistry calculation of a molecular structure, C19H20BrIrN4O5, from OMol25.

The geometry in XYZ format:
```
50
Properties=species:S:1:pos:R:3
Ir 2.135 0.406 -0.365
O -2.913 1.250 -2.527
C -2.577 2.482 -2.060
C -3.488 3.531 -2.025
C -3.106 4.765 -1.533
C -1.812 4.960 -1.076
C -0.897 3.921 -1.106
C -1.272 2.680 -1.591
C -0.314 1.493 -1.653
O 0.971 1.789 -1.424
N -0.854 0.468 -0.752
N -0.036 -0.357 -0.122
C -0.479 -1.102 0.882
C 0.215 -1.980 1.622
Br 2.939 -1.116 1.324
C 0.284 -3.029 2.437
C -0.652 -4.128 2.448
C -1.708 -4.201 1.520
C -2.711 -5.131 1.674
C -2.682 -6.026 2.740
C -1.625 -5.990 3.645
C -0.618 -5.057 3.504
H -3.789 1.278 -2.933
H -4.487 3.373 -2.406
H -3.825 5.569 -1.497
H -1.514 5.926 -0.702
H 0.120 4.064 -0.773
H -0.415 1.073 -2.686
H -1.801 0.597 -0.400
H -1.504 -0.917 1.231
H 1.061 -3.039 3.193
H -1.726 -3.512 0.690
H -3.526 -5.156 0.969
H -3.479 -6.744 2.861
H -1.592 -6.686 4.469
H 0.194 -5.020 4.216
N 4.083 1.356 -1.631
N 4.312 0.424 -2.662
C 3.405 -0.610 -2.916
O 3.509 -1.272 -3.923
O 2.519 -0.800 -2.011
H 3.773 2.259 -1.997
H 4.933 1.481 -1.081
H 4.936 0.674 -3.420
C 3.069 2.901 1.256
C 1.998 1.893 1.053
O 0.951 1.812 1.611
H 2.749 3.600 2.029
H 3.256 3.441 0.330
H 3.989 2.409 1.571
```

The total charge is +1. Its spin multiplicity is 2. The value obtained for the energy above the lowest of the compared OMol25 structures with the same formula, charge and spin is 67.9 kcal/mol. The value obtained for the HOMO-LUMO gap (alpha / beta) is 5.71 / 5.75 eV.

Results of the Mulliken charge analysis, in e, for atoms 1 through 2: atom 1 (Ir): 2.331, atom 2 (O): -0.531

---

Entry 5:
The following is a quantum chemistry calculation of a molecular structure, C12H18N6, from OMol25.

The geometry in XYZ format:
```
36
Properties=species:S:1:pos:R:3
C -2.698 -1.562 1.439
C -2.674 -0.105 1.229
N -2.643 1.019 1.014
H -1.691 -1.941 1.609
H -3.229 -2.062 0.628
H -3.234 -1.762 2.367
C -0.296 -3.751 -0.300
C -0.860 -4.513 0.800
N -1.256 -5.074 1.700
H -0.605 -4.249 -1.219
H 0.787 -3.632 -0.296
H -0.801 -2.799 -0.134
C 0.144 0.503 -0.024
C 0.348 -0.904 0.254
N 0.501 -2.019 0.456
H -0.868 0.850 0.184
H 0.307 0.643 -1.093
H 0.904 1.177 0.372
C 2.271 -2.541 -1.168
C 2.066 -2.680 -2.636
N 1.939 -2.800 -3.772
H 1.629 -1.696 -0.921
H 3.333 -2.406 -0.961
H 1.797 -3.404 -0.700
C 1.534 3.426 -1.076
C 0.119 3.495 -1.349
N -1.001 3.546 -1.558
H 1.966 4.349 -0.689
H 1.954 3.057 -2.012
H 1.729 2.562 -0.440
C -0.305 4.684 1.484
C -0.122 3.266 1.207
N 0.035 2.101 1.053
H -1.236 5.013 1.022
H 0.381 5.357 0.970
H -0.225 4.853 2.558
```

The total charge is 0. Its spin multiplicity is 1. The value obtained for the energy above the lowest of the compared OMol25 structures with the same formula, charge and spin is 203.7 kcal/mol. The value obtained for the HOMO-LUMO gap is 9.65 eV.

Results of the Mulliken charge analysis, in e, for atoms 1 through 2: atom 1 (C): -0.765, atom 2 (C): 0.459

---

Entry 6:
The following is a quantum chemistry calculation of a single C5H13NO molecule, from OMol25.

The geometry in XYZ format:
```
20
Properties=species:S:1:pos:R:3
C -1.185 -0.864 -1.929
N -0.040 -0.308 -1.122
C -0.368 0.059 0.215
C -1.318 1.328 0.372
C 0.870 0.319 1.090
C 1.633 -0.953 1.440
O 1.666 1.342 0.561
H -2.074 -0.245 -1.891
H -0.771 -1.030 -2.923
H -1.433 -1.848 -1.530
H 0.480 0.134 -1.863
H -0.970 -0.769 0.586
H -0.725 2.166 -0.018
H -1.705 1.336 1.381
H -1.942 1.239 -0.522
H 0.512 0.696 2.064
H 0.926 -1.545 2.028
H 1.809 -1.529 0.522
H 2.598 -0.641 1.841
H 2.037 1.113 -0.305
```

The SMILES is CN[C@H](C)[C@@H](C)O. The total charge is 0. Its spin multiplicity is 1. The value obtained for the energy above the lowest of the compared OMol25 structures with the same formula, charge and spin is 43.6 kcal/mol. The value obtained for the HOMO-LUMO gap is 9.46 eV.

Results of the Mulliken charge analysis, in e, for atoms 1 through 2: atom 1 (C): -0.961, atom 2 (N): -0.314

---

Entry 7:
The following is a quantum chemistry calculation of a single C5H7NO molecule, from OMol25.

The geometry in XYZ format:
```
14
Properties=species:S:1:pos:R:3
H 0.999 -1.043 2.616
N 0.835 -0.291 1.951
C 0.468 -0.733 0.795
O 0.147 -2.030 0.611
C 0.464 0.032 -0.455
C 1.449 0.864 -0.798
C -0.939 0.078 -0.950
C -1.809 1.052 -0.656
H 0.239 -2.521 1.438
H 1.344 1.533 -1.645
H 2.374 0.884 -0.229
H -1.207 -0.718 -1.638
H -1.576 1.809 0.088
H -2.786 1.084 -1.128
```

The SMILES is [H]/N=C(\O)C(=C)C=C. The total charge is 0. Its spin multiplicity is 1. The value obtained for the energy above the lowest of the compared OMol25 structures with the same formula, charge and spin is 46.9 kcal/mol. The value obtained for the HOMO-LUMO gap is 10.54 eV.

Results of the Mulliken charge analysis, in e, for atoms 1 through 2: atom 1 (H): 0.188, atom 2 (N): -0.682

---

Entry 8:
The following is a quantum chemistry calculation of a molecular structure, C5H20AlN10O5, from OMol25.

The geometry in XYZ format:
```
41
Properties=species:S:1:pos:R:3
Al 1.250 0.697 -0.502
C -3.793 1.880 1.481
O -2.656 1.908 1.050
N -4.182 2.281 2.672
N -4.748 1.372 0.795
H -5.161 2.444 2.860
H -3.566 2.806 3.276
H -4.494 0.871 -0.044
H -5.690 1.285 1.148
C 2.573 1.509 -5.808
O 2.082 1.498 -4.707
N 3.176 2.553 -6.335
N 2.310 0.528 -6.685
H 3.656 2.565 -7.224
H 3.278 3.386 -5.773
H 1.692 -0.210 -6.378
H 2.835 0.447 -7.544
C -2.901 -2.966 0.278
O -1.925 -2.316 0.074
N -3.260 -3.520 1.360
N -3.858 -3.086 -0.609
H -2.583 -3.436 2.106
H -4.036 -4.156 1.473
H -4.674 -3.602 -0.312
H -3.757 -2.769 -1.562
C 2.847 -4.445 0.401
O 2.320 -3.362 0.620
N 3.229 -5.234 1.351
N 3.212 -4.977 -0.742
H 3.143 -4.839 2.277
H 3.696 -6.074 1.043
H 3.458 -5.954 -0.669
H 3.314 -4.531 -1.643
C 1.607 4.472 3.508
O 1.454 3.893 2.416
N 1.456 3.852 4.696
N 1.887 5.758 3.710
H 1.283 2.858 4.665
H 1.706 4.259 5.586
H 2.139 5.892 4.679
H 1.682 6.461 3.015
```

The total charge is +3. Its spin multiplicity is 1. The value obtained for the energy above the lowest of the compared OMol25 structures with the same formula, charge and spin is 141.0 kcal/mol. The value obtained for the HOMO-LUMO gap is 1.55 eV.

Results of the Mulliken charge analysis, in e, for atoms 1 through 2: atom 1 (Al): 0.989, atom 2 (C): 0.743